A 2-piece molecular cluster, C5H12N2O overall in a non-equilibrium geometry, computed with ωB97M-V/def2-TZVPD.

As for the LUMO energy: 0.7 eV. Its multiplicity is 1. For the orbital gap, the calculation gives 9.459 eV. The energy above the lowest of the compared OMol25 structures with the same formula, charge and spin comes out at 222.51 kJ/mol. Its charge is 0.

Positions of all 20 atoms, in Å:
C 0.66 -0.66 -2.40
N -0.74 -0.47 -1.98
C -1.13 0.73 -1.88
N -0.38 1.90 -1.87
H 0.84 -0.32 -3.42
H 0.83 -1.73 -2.38
H 1.38 -0.11 -1.79
H -2.18 0.93 -1.71
H -0.75 2.63 -1.29
H 0.61 1.79 -1.79
C 0.22 0.83 2.77
C 0.42 -0.36 2.21
C -0.66 -1.22 1.65
O 1.69 -0.88 2.13
H -0.76 1.20 3.00
H 1.04 1.52 2.92
H -1.62 -0.71 1.69
H -0.45 -1.32 0.58
H -0.71 -2.20 2.13
H 1.70 -1.55 1.45

Here are the natural (NBO) charges for atoms 1 to 4, given in e: -0.4637, -0.4947, 0.2856, -0.8302